Entry 1:
The following is a quantum chemistry calculation of C25H42N7O3S3Si3Ti as an isolated structure at a distorted geometry, from the Open Molecules 2025 dataset.

Last column: Mulliken charge in e.
CARTESIAN COORDINATES (ANGSTROEM)
H 2.847270 3.180741 -1.211561  0.565
S -0.540962 0.687312 -5.087765  -0.335
Si 1.285709 -0.683919 2.381745  0.637
C -1.369582 4.511052 -4.040136  -0.659
H 3.058588 3.648196 1.515525  0.446
C -0.863959 2.196615 -4.283318  1.043
H -5.732062 -2.527929 -1.577605  0.192
C -0.862568 2.023059 -2.901505  -1.266
H 4.643745 1.139048 0.525654  0.471
C -0.640089 3.316848 1.542578  -1.583
C -3.648260 -3.332680 2.288375  -1.058
H 1.606476 -0.241295 4.782461  0.453
H 1.811685 2.961740 2.557378  0.293
H 2.835031 -2.502488 2.819494  0.454
H -2.451087 0.132460 2.726147  0.203
N -1.885384 -1.760313 0.415800  1.214
C 1.895749 2.681461 -0.999923  -1.114
H -1.557853 5.203083 -2.016283  0.478
N -0.591150 0.688472 -2.509049  1.536
H -0.443528 3.631482 2.572398  0.396
O -1.612007 0.979899 0.096191  1.201
C 2.804906 -1.720739 2.053236  -1.081
C 2.658663 -3.826966 -1.581272  -0.398
H 1.666849 -5.452126 -0.665474  0.518
C 3.632564 -1.855831 -2.776110  -0.778
H -1.346733 -2.639673 0.442085  0.212
S -3.184682 -1.119537 -2.414691  -0.358
C 0.000116 -1.906491 2.976571  -1.048
H 3.427095 2.262428 2.538831  0.399
C -1.780167 0.968063 2.944579  -1.224
H 3.073829 -1.356506 -3.564764  0.276
H 1.627014 2.115977 -1.893917  0.089
C 2.653948 2.710915 1.911109  -1.382
H 2.737028 0.722514 3.835253  0.347
C 1.712631 -1.725512 -1.302192  -1.223
C 3.802996 0.686549 -0.008258  -1.442
O -0.356963 -4.042120 0.268350  -0.705
H 4.269116 -1.140130 -2.264634  0.186
H -1.181633 0.692720 3.814036  0.324
H -2.405296 1.817386 3.232946  0.545
O 1.631030 -0.464218 -1.519830  -0.944
C 0.730353 0.476686 0.966489  2.439
H -0.186407 -2.728446 2.284032  0.268
H -1.077982 3.016282 -1.010228  0.368
N -3.205758 -2.100744 0.125144  -0.175
Si 2.225837 1.583357 0.471925  1.142
H 0.137092 3.742609 0.910246  0.464
H -3.242606 1.213149 -1.152750  0.315
N -5.152313 -3.084257 0.332521  -0.841
C -4.034573 -2.862046 0.935718  0.827
H 4.239795 -2.647144 -3.205181  0.431
C 0.603355 -3.577043 -0.331146  0.441
C 1.687181 -4.389949 -0.852541  -1.088
C -1.365684 4.350331 -2.655409  -1.400
H 1.149720 3.461217 -0.848902  0.386
H -1.871459 -1.368699 1.351883  -0.854
C -3.812179 -1.877753 -1.080413  0.135
N -4.999969 -2.471742 -0.890379  0.187
S -0.260789 -1.787507 -3.449761  -0.330
C -0.439811 -0.134028 -3.571391  0.186
H 3.964059 0.832785 -1.078179  0.359
N 2.690194 -2.468360 -1.830078  0.673
H -1.111841 3.542451 -5.942687  0.435
C -1.112728 3.432070 -4.865790  -0.470
Ti -0.214474 -0.330958 -0.790317  -1.866
H 3.821420 -0.382171 0.193516  0.256
H 2.816904 -2.219329 1.083540  0.084
H 1.070852 1.247519 4.003905  0.298
H -1.601099 3.753486 1.255801  0.492
H -3.633670 0.779766 0.523938  0.274
H -1.568707 5.483083 -4.471600  0.414
C -1.109192 3.117977 -2.082153  0.112
H 0.432219 -2.350590 3.879129  0.608
C 1.706400 0.368020 3.878657  -1.232
H 3.719637 -1.133502 2.148732  0.396
Si -0.733706 1.472106 1.491745  -0.218
N 0.735181 -2.207571 -0.539288  1.148
H -4.472214 -3.904942 2.705482  0.391
H -2.760699 -3.966764 2.238146  0.246
H 3.468426 -4.395610 -2.017512  0.519
H -0.947557 -1.461843 3.282237  0.278
H -3.432693 -2.494670 2.955719  0.193
C -2.985081 1.379460 -0.114121  -1.598
H -3.093508 2.433763 0.138864  0.431

Cartesian forces (eV/Å) of the 6 atoms listed first:
H -0.03 0.00 0.01
S -0.10 0.07 -0.15
Si 0.06 0.11 -0.07
C 0.02 0.01 0.00
H 0.00 -0.05 0.02
C -0.02 -0.03 -0.12

ΔE to the lowest compared entry with this formula, charge and spin ... 0.220 eV
LUMO level ... -0.1364 Eh
Total charge ... +1
F_max ... 1.43 eV Å⁻¹

Entry 2:
The following is a quantum chemistry calculation of a 4-piece molecular cluster, C25H42O9 overall, from the Open Molecules 2025 dataset.

Last column: Mulliken charge in e.
CARTESIAN COORDINATES (ANGSTROEM)
O -4.224151 -0.539924 -1.872179  -0.607
H 2.015273 -1.327671 0.657055  0.106
C 3.348083 -2.152775 -3.864991  -0.985
C 5.805328 -2.312688 -2.355069  -0.381
H 3.894086 0.692229 2.009272  0.392
H -1.677085 2.868754 -1.027353  0.050
H -3.035856 4.358939 1.246694  0.551
H -4.954047 3.233457 0.391926  0.403
H -3.741286 -2.469181 3.772940  0.348
H -0.623884 0.757966 -5.199154  0.301
H 1.204409 -0.900486 -2.069824  0.133
H 2.255028 0.240295 -5.564702  0.130
H 3.602135 -2.134487 -4.925568  0.320
H -2.955052 -1.661959 2.408422  0.110
O -2.945683 0.670559 3.427239  -0.555
H 6.477445 -2.118625 -1.520462  0.340
C -0.752150 -0.429703 -0.347901  -0.090
C -1.963165 -0.024759 -2.393282  -0.258
C -4.850023 -1.225997 5.690727  -0.439
H -1.543524 0.629819 1.429003  0.595
H 5.938818 -2.990309 -4.409613  0.287
H 1.742837 2.222530 4.283479  0.359
C -2.777101 3.410142 0.775646  -0.031
H -2.051896 -1.955166 3.894693  0.263
O 2.096633 1.299577 1.146547  -0.374
H 3.660212 -3.105545 -3.448161  0.449
O -4.163672 -0.138795 5.057060  -0.373
H 3.693208 0.461438 0.282886  0.292
H 2.268314 -2.055957 -3.779614  0.192
C -4.099922 1.249328 0.516066  -0.768
H 7.102724 -3.735920 -3.308658  0.354
H -4.020550 1.115257 1.593874  -0.123
C -1.785511 0.289439 0.428833  0.387
H 0.310714 1.709180 -4.065462  0.317
C -3.170223 -0.059912 -1.517319  -0.265
H 1.034207 0.740717 -6.743201  0.341
H -3.904396 2.822942 -0.939446  0.492
H 2.168661 -1.146622 2.403124  0.295
H -3.119004 -2.439334 6.170261  0.277
O 3.464524 0.142564 -3.274184  -0.506
H -1.807138 4.611707 -0.777620  0.406
C -0.768283 -0.181569 -1.831264  0.579
C -3.966564 -1.969371 6.669414  -0.966
C -3.384077 -0.307942 3.972322  0.737
C 1.491051 1.848738 2.219727  0.885
H 1.852887 1.957330 -5.775397  0.299
H -0.695709 3.638312 0.200326  0.177
H -5.677204 -0.749264 6.213659  0.316
C 3.975923 -0.941964 -3.216247  0.767
H -3.576345 -1.280894 7.418687  0.303
C 2.700038 -1.042780 1.456502  -0.760
H 7.329334 -2.063824 -3.847418  0.308
C 1.834222 1.373654 3.611049  -1.161
H -4.539618 -2.747039 7.175086  0.362
H 5.074618 -3.046420 -2.012380  0.348
C 0.348390 0.818339 -4.699359  -0.247
C 0.558295 -0.145390 -2.521654  -0.357
H -2.102003 0.109814 -3.458939  0.399
C -1.680290 3.655143 -0.266840  -0.900
C -4.011227 2.740789 0.148676  -1.027
H -5.049990 0.864241 0.139537  0.501
C -2.980039 0.494397 -0.128570  0.379
H 2.827203 0.945899 3.713801  0.374
H 1.031031 0.820190 -2.298024  0.372
C -3.031873 -1.696222 3.492942  -0.779
O 5.174486 -1.050539 -2.598824  -0.389
O 0.033284 -1.213730 0.145572  -0.726
H -2.391101 2.743131 1.548698  -0.071
H -5.284995 -1.890057 4.943042  0.367
O 0.631134 2.661543 2.016797  -0.552
H 1.095232 0.626010 3.899852  0.223
C 1.450645 0.945354 -5.755928  -1.019
C 6.587798 -2.806419 -3.553471  -1.023
H 3.545620 -1.732119 1.461123  0.411
C 3.185184 0.375821 1.242431  -0.414
O 0.495628 -0.354184 -3.906908  -0.453

Cartesian forces (eV/Å) of the 6 atoms listed first:
O -0.02 0.29 -0.11
H 0.20 0.02 0.18
C -0.05 -0.06 0.17
C 0.06 -0.07 0.00
H -0.03 0.04 0.03
H -0.02 0.03 0.02

LUMO level ... -0.0108 Eh
Total charge ... 0
F_max ... 0.41 eV Å⁻¹
SMILES ... CCCCC1=CC(=O)C(COCC)=CC1=O.CCOC(C)=O.CCOC(C)=O.CCOC(C)=O

Entry 3:
The following is a quantum chemistry calculation of C25H43BF4N6O2PRbS4 as an isolated structure, from the Open Molecules 2025 dataset.

Last column: Mulliken charge in e.
CARTESIAN COORDINATES (ANGSTROEM)
N -2.184836 -2.338057 0.483411  0.581
H 5.271892 -1.570688 -0.046454  0.299
H 1.641095 -1.916881 1.886213  -0.439
H 1.526560 2.539500 0.664057  -0.590
Rb 0.547403 0.193226 -1.009595  0.775
C -3.327628 -1.959917 4.687527  -0.469
C 6.717260 0.577191 -1.203616  -0.703
H 2.216007 4.436239 1.841916  0.255
C -0.304517 4.334106 -0.816188  -0.168
H 5.051669 2.058144 2.793993  0.339
B 0.930899 -4.173732 -0.308331  0.543
H -3.422043 -2.951477 5.113587  0.322
H -2.993393 1.522030 3.073096  0.474
F 0.810524 -4.325401 1.077494  -0.412
S -0.208571 6.107579 -0.826670  -0.220
H 2.645775 -3.778109 3.022849  0.365
H -2.953800 -4.139898 2.226393  0.216
H -2.622001 -0.383053 0.281709  0.049
C 2.085136 3.564658 2.486719  -0.605
C 4.292646 2.689606 2.326924  -0.474
H -4.348527 -2.082192 1.975652  0.110
H 4.103957 -2.339414 4.811304  0.385
C 7.187562 -0.628333 -0.399543  -0.713
H 2.445493 -1.821271 4.486595  0.323
H -4.786528 -1.487738 0.369684  0.333
C -1.366812 3.820411 -0.153579  -0.170
F 2.258023 -4.328744 -0.690908  -0.409
C 2.001600 2.313814 1.621577  0.215
N 3.392854 -0.725327 2.041923  0.855
H 4.276902 -3.288809 2.536739  0.299
H -2.542381 -1.171927 -1.165112  0.127
H 7.467180 -1.483552 -1.013009  0.378
C 3.334807 3.330459 3.327633  -0.650
S -1.837291 2.153503 0.080910  -0.283
H -4.566755 -4.200319 -1.148564  0.453
C -1.658898 6.473668 0.090502  0.534
F 0.116444 -5.105322 -0.952228  -0.397
H 7.527348 1.126705 -1.683829  0.400
S -2.471585 4.997471 0.578115  -0.193
N 5.387804 0.398887 0.747520  0.154
C 5.979493 -0.924098 0.484566  -0.371
H 3.743312 4.241056 3.767560  0.420
H -1.371743 -2.877531 0.182769  -0.254
H 6.008406 0.259063 -1.970390  0.285
H -3.880626 -2.686855 -1.718972  0.417
H -1.474678 -2.415933 3.704997  0.318
C 3.427002 -1.978792 4.035223  -0.758
C -2.226489 -1.663672 3.905874  -0.292
H 8.047755 -0.352359 0.216600  0.312
C 3.292801 -2.922569 2.842360  -0.808
N -2.137036 -1.114971 -0.229017  -0.105
H -2.243125 -4.930397 0.813024  0.314
C -4.175328 0.249245 4.345333  -0.515
H -4.939933 1.000785 4.497482  0.365
N 3.421053 1.913885 1.447811  0.388
F 0.491082 -2.871285 -0.653577  -0.339
C -3.127260 -4.412302 1.186710  -1.590
H -3.977464 -5.095482 1.136115  0.444
H 5.013615 -0.613875 3.395387  0.367
H 5.217271 2.047411 -0.571832  0.414
H 6.689159 2.026379 0.412501  0.290
H -0.653719 -0.882849 2.023018  -0.223
H 1.445445 1.520106 2.136894  0.048
C -4.572071 -2.384799 0.950778  -1.503
C -3.397220 -3.156238 0.361266  1.612
H -5.468284 -3.007492 0.952492  0.503
H 4.809561 3.465701 1.750523  0.350
H 6.251089 -1.417928 1.419818  0.114
C -4.313432 -1.007154 4.921127  -0.510
C 2.724762 -2.007767 1.767235  0.191
O -2.023978 7.595025 0.390707  -0.681
H 3.116365 2.626500 4.136092  0.188
H 3.542191 0.206636 3.936563  -0.134
C 5.986433 1.399293 -0.148799  -0.622
C -3.080093 0.556652 3.555403  -0.455
C -2.084122 -0.397821 3.328147  0.467
H -1.095062 0.736280 1.978681  -0.091
P 3.723686 0.400995 0.890260  -0.314
H -2.833624 -4.102069 -1.505597  0.327
N -0.972872 -0.091022 2.565015  0.131
H 2.916574 -2.349897 0.753974  0.382
C -3.684740 -3.559482 -1.092663  -1.843
H 1.179295 3.710802 3.072574  0.396
S 1.006478 3.553607 -1.660383  -0.526
H -5.176882 -1.244306 5.530644  0.341
O 2.961970 0.058723 -0.334275  -1.065
C 3.916112 -0.671437 3.400566  -0.276

Cartesian forces (eV/Å) of the 6 atoms listed first:
N 0.37 -0.11 -0.03
H 0.02 -0.01 0.00
H 0.01 -0.01 -0.03
H 0.07 -0.08 -0.03
Rb -0.89 0.07 -0.39
C -0.02 0.01 0.04

ΔE to the lowest compared entry with this formula, charge and spin ... 0.406 eV
LUMO level ... 0.1373 Eh
Total charge ... -2
F_max ... 0.97 eV Å⁻¹

> What is the formula in the first record?

C25H42N7O3S3Si3Ti

> Among the records above, which one has the highest total charge?

C25H42N7O3S3Si3Ti

> The highest F_max belongs to which entry?

C25H42N7O3S3Si3Ti